# 1
The following is a quantum chemistry calculation of a 5-piece molecular cluster, C2H13NO5 overall at a distorted geometry, from the Open Molecules 2025 dataset.

The geometry in XYZ format:
```
21
Properties=species:S:1:pos:R:3:nbo_charge:R:1
C -0.144 2.214 -1.930 0.517
N 0.355 2.144 -0.661 -0.636
C 1.713 2.683 -0.445 -0.437
O 0.526 2.614 -2.872 -0.632
H -1.176 1.897 -2.049 0.143
H -0.064 2.029 0.247 0.419
H 1.630 3.397 0.378 0.194
H 2.056 3.241 -1.305 0.236
H 2.449 1.928 -0.144 0.192
H 3.091 -0.770 -0.457 0.491
H 2.206 -0.141 -1.636 0.507
O 2.198 -0.601 -0.766 -0.967
H 0.133 -1.583 1.435 0.479
H 1.077 -0.602 0.546 0.510
O 0.499 -0.712 1.322 -0.994
H -2.447 -0.518 0.779 0.471
H -1.014 0.068 0.485 0.491
O -1.963 0.209 0.375 -0.983
H -3.784 -5.879 3.027 0.470
H -3.353 -6.026 1.558 0.468
O -3.990 -5.592 2.113 -0.938
```

**Structure (SMILES)**: CNC=O.O.O.O.O
**Gap between HOMO and LUMO**: 10.041 eV
**Molecular weight**: 131.1 g/mol
**Energy relative to the best compared isomer or geometry (same formula, charge and spin)**: 1.357 eV
**E_LUMO**: 0.33 eV

# 2
The following is a quantum chemistry calculation of C7H8AsCuF6NO3 as an isolated structure at a distorted geometry, from the Open Molecules 2025 dataset.

The geometry in XYZ format:
```
27
Properties=species:S:1:pos:R:3:nbo_charge:R:1
Cu -0.214 -1.459 -0.944 1.167
As -1.647 0.291 -2.502 2.738
F -2.108 0.266 -0.678 -0.636
F -0.859 1.881 -2.387 -0.608
F -1.347 0.230 -4.297 -0.621
F -2.559 -1.285 -2.605 -0.564
F -3.299 0.952 -2.815 -0.624
F 0.025 -0.412 -2.191 -0.609
C -1.115 -3.486 -0.567 -0.299
O -1.414 -2.712 -1.648 -0.889
H -0.063 -3.627 -0.320 0.130
H -1.662 -3.109 0.297 0.120
H -1.740 -4.355 -0.775 0.143
C 1.431 2.759 2.717 -0.204
C 2.448 2.499 1.631 -0.200
C 2.389 1.259 0.933 -0.216
C 1.249 0.505 1.026 0.071
C 0.289 0.757 1.990 -0.195
C 0.336 1.875 2.841 -0.215
N 1.082 -0.665 0.135 0.359
O 1.529 -0.460 -0.971 -0.483
O 0.484 -1.686 0.519 -0.495
H 1.464 3.582 3.415 0.209
H 3.320 3.115 1.468 0.214
H 3.079 1.029 0.135 0.245
H -0.598 0.152 2.105 0.242
H -0.498 2.103 3.489 0.218
```

**Gap between HOMO and LUMO**: 6.298 eV
**Molecular weight**: 406.6 g/mol
**Energy relative to the best compared isomer or geometry (same formula, charge and spin)**: 5.370 eV
**Net charge**: -1
**E_LUMO**: 2.32 eV

# 3
The following is a quantum chemistry calculation of a single C6H14O molecule, from the Open Molecules 2025 dataset.

The geometry in XYZ format:
```
21
Properties=species:S:1:pos:R:3:nbo_charge:R:1
C -1.615 -0.877 -0.948 -0.607
C -1.093 -0.317 0.374 -0.218
C -2.194 0.490 1.076 -0.600
C 0.130 0.580 0.125 -0.411
C 1.423 -0.055 -0.415 0.103
C 2.662 0.658 0.119 -0.627
O 1.466 -1.446 -0.138 -0.725
H -2.500 -1.506 -0.802 0.207
H -0.847 -1.477 -1.445 0.217
H -1.897 -0.051 -1.616 0.194
H -0.813 -1.158 1.024 0.211
H -3.113 -0.099 1.182 0.208
H -2.445 1.389 0.497 0.198
H -1.892 0.814 2.079 0.207
H 0.331 1.190 1.016 0.202
H -0.129 1.285 -0.671 0.201
H 1.410 0.081 -1.510 0.147
H 2.817 0.437 1.181 0.214
H 2.556 1.743 0.005 0.212
H 3.553 0.343 -0.435 0.202
H 2.153 -1.815 -0.708 0.467
```

**Structure (SMILES)**: CC(C)C[C@@H](C)O
**Gap between HOMO and LUMO**: 11.067 eV
**Molecular weight**: 102.2 g/mol
**Energy relative to the best compared isomer or geometry (same formula, charge and spin)**: 0.342 eV
**E_LUMO**: 0.92 eV

# 4
The following is a quantum chemistry calculation of a 13-piece molecular cluster, C39H94F2O17 overall at a distorted geometry, from the Open Molecules 2025 dataset.

The geometry in XYZ format:
```
152
Properties=species:S:1:pos:R:3:lowdin_charge:R:1
C -4.465 1.773 0.000 -0.029
C -5.329 3.017 0.387 -0.462
C -6.355 3.462 -0.744 -0.025
O -6.022 2.745 1.551 -0.032
H -4.148 1.870 -1.039 0.044
H -4.943 0.796 0.067 0.081
H -3.524 1.677 0.542 0.049
H -4.660 3.848 0.611 0.110
H -7.055 4.151 -0.272 0.069
H -6.920 2.660 -1.218 0.079
H -5.872 3.990 -1.566 0.050
H -6.614 3.484 1.710 0.089
C 3.609 0.632 -5.268 -0.050
C 3.959 1.227 -3.974 -0.499
C 2.908 2.121 -3.256 -0.018
O 4.200 0.229 -3.063 -0.070
H 4.283 -0.156 -5.603 0.091
H 3.418 1.338 -6.077 0.090
H 2.636 0.164 -5.119 0.074
H 4.904 1.749 -4.124 0.136
H 2.587 2.928 -3.915 0.075
H 3.390 2.687 -2.459 0.074
H 2.020 1.624 -2.866 0.076
H 4.229 0.468 -2.134 0.050
C 1.494 0.303 6.806 -0.051
C 2.442 -0.455 5.867 -0.494
C 3.034 -1.763 6.534 -0.034
O 1.598 -0.798 4.840 -0.067
H 0.630 -0.257 7.163 0.090
H 1.224 1.238 6.316 0.067
H 2.181 0.621 7.590 0.074
H 3.259 0.180 5.523 0.134
H 3.512 -2.352 5.751 0.037
H 2.250 -2.440 6.876 0.071
H 3.786 -1.566 7.298 0.072
H 2.123 -0.970 4.055 0.042
C 6.404 1.897 -0.353 -0.037
C 5.308 1.191 0.459 -0.509
C 4.870 1.881 1.710 -0.033
O 4.248 0.996 -0.447 -0.053
H 6.247 2.976 -0.373 0.079
H 6.440 1.444 -1.344 0.080
H 7.401 1.869 0.088 0.079
H 5.833 0.287 0.767 0.121
H 4.341 2.754 1.327 0.093
H 5.694 2.298 2.289 0.094
H 4.216 1.187 2.239 0.075
H 3.479 0.895 0.119 0.066
C -2.698 2.398 -3.502 -0.033
C -2.430 3.832 -3.988 -0.440
C -3.615 4.762 -3.776 -0.064
O -1.428 4.404 -3.139 -0.066
H -2.983 2.409 -2.450 0.038
H -1.806 1.774 -3.556 0.068
H -3.442 1.768 -3.991 0.089
H -2.186 3.897 -5.048 0.135
H -3.415 5.760 -4.168 0.083
H -3.864 4.824 -2.717 0.056
H -4.591 4.412 -4.111 0.083
H -1.285 5.301 -3.449 0.089
C -3.366 -2.569 -0.084 -0.030
C -2.944 -3.245 -1.356 -0.505
C -2.567 -4.719 -1.323 -0.029
O -4.059 -3.180 -2.195 -0.066
H -2.552 -2.674 0.633 0.058
H -4.301 -3.020 0.248 0.093
H -3.533 -1.497 -0.193 0.075
H -2.109 -2.665 -1.749 0.103
H -1.760 -4.941 -0.625 0.079
H -2.159 -5.027 -2.285 0.072
H -3.443 -5.285 -1.005 0.089
H -4.638 -3.946 -2.161 0.112
C 4.244 -2.988 3.008 -0.027
C 3.838 -2.027 1.797 -0.418
C 3.662 -2.881 0.535 -0.033
O 2.627 -1.437 2.239 -0.086
H 3.543 -3.815 3.115 0.073
H 4.397 -2.500 3.971 0.049
H 5.237 -3.405 2.837 0.072
H 4.598 -1.252 1.697 0.110
H 2.919 -3.661 0.696 0.080
H 4.577 -3.443 0.350 0.084
H 3.466 -2.274 -0.349 0.060
H 2.325 -1.005 1.436 0.025
C -2.071 -3.217 -4.702 -0.048
C -2.020 -1.705 -4.443 -0.494
C -1.642 -0.919 -5.717 -0.029
O -3.296 -1.280 -4.063 -0.052
H -1.361 -3.706 -5.369 0.076
H -2.947 -3.663 -5.174 0.089
H -1.959 -3.744 -3.755 0.033
H -1.378 -1.490 -3.589 0.106
H -0.660 -1.249 -6.055 0.063
H -1.558 0.139 -5.470 0.062
H -2.430 -1.178 -6.424 0.089
H -3.566 -1.859 -3.346 0.034
C -0.440 0.073 -0.707 -0.005
C 0.761 0.668 0.120 -0.409
C 0.578 0.819 1.698 0.001
O 1.766 -0.252 -0.071 -0.107
H -0.734 -0.937 -0.420 0.071
H -0.293 0.133 -1.785 0.072
H -1.344 0.647 -0.502 0.061
H 1.093 1.617 -0.301 0.119
H 1.520 1.178 2.113 0.079
H 0.181 -0.082 2.165 0.075
H -0.081 1.644 1.965 0.050
H 1.702 -0.635 -0.949 0.047
C 0.446 -4.398 4.840 -0.032
C -0.706 -4.257 3.808 -0.471
C -0.278 -3.572 2.501 -0.037
O -1.301 -5.516 3.532 -0.053
H 0.751 -3.385 5.103 0.054
H 1.348 -4.830 4.407 0.070
H 0.197 -4.877 5.787 0.078
H -1.520 -3.661 4.220 0.131
H -0.064 -2.504 2.551 0.067
H -1.174 -3.635 1.883 0.042
H 0.600 -4.092 2.117 0.080
H -2.076 -5.338 2.995 0.077
C 0.983 -3.250 -2.096 -0.018
C 2.174 -2.649 -2.972 -0.415
C 2.023 -2.814 -4.496 -0.037
O 2.170 -1.282 -2.602 -0.087
H 1.128 -3.003 -1.044 0.056
H 1.001 -4.329 -2.252 0.082
H -0.001 -2.831 -2.303 0.040
H 3.108 -3.140 -2.697 0.130
H 1.135 -2.322 -4.893 0.062
H 2.077 -3.813 -4.927 0.079
H 2.928 -2.392 -4.934 0.066
H 2.979 -0.844 -2.874 0.026
C -1.725 5.600 -0.237 -0.093
C -1.435 4.140 -0.051 -0.314
O -2.181 3.992 1.188 0.049
C -2.200 5.217 1.884 -0.485
O -2.520 5.365 3.056 0.155
O -1.719 6.122 1.044 0.094
F -0.167 3.837 0.152 0.112
H -2.691 5.824 -0.690 0.145
H -0.864 6.062 -0.720 0.150
H -1.776 3.492 -0.858 0.143
C -1.393 2.316 4.290 -0.075
C -2.633 1.655 3.729 -0.272
O -3.577 1.581 4.902 0.153
C -3.074 2.209 5.932 -0.559
O -3.644 2.263 6.993 0.151
O -1.859 2.750 5.561 0.052
F -2.347 0.448 3.329 0.102
H -0.903 3.052 3.653 0.122
H -0.573 1.635 4.515 0.123
H -2.971 2.186 2.839 0.143
```

**Gap between HOMO and LUMO**: 9.790 eV
**Molecular weight**: 873.2 g/mol
**Energy relative to the best compared isomer or geometry (same formula, charge and spin)**: 2.475 eV
**E_LUMO**: 0.20 eV

# 5
The following is a quantum chemistry calculation of a single C4H8N2O molecule at a distorted geometry, from the Open Molecules 2025 dataset.

The geometry in XYZ format:
```
15
Properties=species:S:1:pos:R:3:nbo_charge:R:1
C 1.679 -0.808 0.716 -0.419
N 0.817 0.238 0.183 -0.617
C -0.542 -0.202 -0.082 -0.183
C -1.413 1.037 -0.325 -0.047
O -1.358 1.876 0.793 -0.707
C -0.628 -1.157 -1.216 0.253
N -0.655 -1.882 -2.119 -0.315
H 2.700 -0.421 0.805 0.211
H 1.331 -1.086 1.716 0.198
H 1.695 -1.717 0.095 0.183
H 1.213 0.602 -0.678 0.365
H -0.911 -0.711 0.816 0.238
H -2.456 0.747 -0.485 0.195
H -1.057 1.540 -1.240 0.160
H -0.416 1.943 1.018 0.482
```

**Structure (SMILES)**: CN[C@H](C#N)CO
**Gap between HOMO and LUMO**: 11.039 eV
**Molecular weight**: 100.1 g/mol
**Energy relative to the best compared isomer or geometry (same formula, charge and spin)**: 1.715 eV
**E_LUMO**: 0.84 eV

# 6
The following is a quantum chemistry calculation of C16H21N3O3S2Sr as an isolated structure at a distorted geometry, from the Open Molecules 2025 dataset.

The geometry in XYZ format:
```
46
Properties=species:S:1:pos:R:3:lowdin_charge:R:1
Sr -0.444 -1.848 -1.099 1.563
O 0.214 2.226 2.548 0.044
C -0.140 1.187 3.314 -0.272
C 0.006 1.333 4.695 -0.019
C -0.351 0.316 5.555 -0.089
C -0.856 -0.882 5.058 -0.099
C -0.992 -1.038 3.694 -0.032
C -0.649 -0.021 2.801 -0.076
C -0.808 -0.292 1.348 -0.467
O -1.108 -1.465 0.957 -0.275
N -0.627 0.754 0.551 -0.025
N -0.705 0.512 -0.805 -0.225
C -0.674 1.562 -1.530 -0.925
S -0.647 1.475 -3.275 0.919
C -1.134 3.218 -3.498 -0.513
C -0.408 4.013 -2.436 -0.520
S -0.644 3.180 -0.831 0.960
H -0.020 1.986 1.619 0.032
H 0.406 2.268 5.066 0.115
H -0.240 0.460 6.623 0.101
H -1.129 -1.683 5.733 0.095
H -1.361 -1.966 3.278 0.109
H -2.215 3.290 -3.395 0.076
H -0.836 3.509 -4.504 0.079
H -0.794 5.027 -2.341 0.078
H 0.660 4.057 -2.646 0.078
C 2.923 -0.416 -2.388 -0.048
C 2.784 -1.490 -1.295 -0.773
C 2.939 -0.817 0.079 -0.042
C 3.913 -2.520 -1.472 -0.056
O 1.546 -2.108 -1.394 -0.575
H 3.873 0.117 -2.311 0.081
H 2.105 0.304 -2.292 0.050
H 2.856 -0.886 -3.372 0.081
H 3.930 -0.373 0.198 0.081
H 2.787 -1.560 0.865 0.084
H 2.186 -0.031 0.196 0.070
H 4.893 -2.036 -1.458 0.076
H 3.785 -3.040 -2.423 0.076
H 3.867 -3.256 -0.667 0.077
C -5.281 -2.113 -1.322 -0.037
C -3.906 -2.306 -1.728 -0.222
N -2.815 -2.461 -2.046 0.079
H -5.869 -2.997 -1.560 0.093
H -5.701 -1.254 -1.841 0.093
H -5.320 -1.934 -0.248 0.097
```

**Gap between HOMO and LUMO**: 7.743 eV
**Molecular weight**: 455.1 g/mol
**E_LUMO**: 0.01 eV